No. 1
C4H17NO3PZn | ωB97M-V/def2-TZVPD

CARTESIAN COORDINATES (ANGSTROEM)
C: -1.577 1.265 -3.655
Zn: -0.940 -0.347 -1.181
N: 0.250 -1.732 -2.059
H: -1.938 0.746 -0.677
H: -0.865 1.511 -2.856
H: -2.173 2.159 -3.829
H: -2.252 0.442 -3.372
H: -1.039 0.994 -4.569
H: 0.061 -2.677 -1.683
H: 1.208 -1.473 -1.822
H: 0.147 -1.755 -3.073
C: 2.024 -1.980 2.602
O: 1.493 -0.699 2.227
P: 0.504 -0.239 1.002
O: -0.656 0.570 1.854
C: -1.723 -0.194 2.477
O: 1.366 0.941 0.267
C: 1.370 2.354 0.536
H: 2.652 -1.798 3.485
H: 2.636 -2.415 1.800
H: 1.243 -2.708 2.863
H: -2.323 -0.736 1.736
H: -1.327 -0.916 3.204
H: -2.349 0.536 2.976
H: 0.483 2.864 0.120
H: 1.468 2.552 1.612
H: 2.259 2.735 0.016

Computed properties:
* orbital gap (spin up / spin down): 2.635 / 2.636 eV
* HOMO (spin up / spin down): 0.04 / 0.04 eV
* net charge: -1
* electronic energy: -2563.642827 Ha
* lowest unoccupied orbital energy (spin up / spin down): 2.67 / 2.67 eV

---

No. 2
C2H28NO12 | ωB97M-V/def2-TZVPD

CARTESIAN COORDINATES (ANGSTROEM)
C: 0.742 -1.426 -0.172
N: -0.555 -2.063 0.185
C: -0.993 -1.717 1.501
O: -1.135 -0.276 1.739
H: 0.916 -0.420 0.260
H: 0.920 -1.389 -1.249
H: 1.436 -2.063 0.391
H: -1.285 -1.775 -0.477
H: -0.278 -1.967 2.300
H: -1.937 -2.215 1.753
H: 2.577 -0.999 -4.275
H: 1.213 -1.576 -3.926
O: 2.096 -1.830 -4.241
H: -1.202 1.062 2.987
H: -0.894 2.524 2.753
O: -1.054 1.897 3.472
H: -4.803 0.298 -0.717
H: -3.554 -0.208 -1.289
O: -4.516 -0.335 -1.387
H: 2.189 2.042 -0.144
H: -0.818 2.944 0.614
O: 1.341 2.452 -0.321
H: -0.516 -0.159 -3.273
H: -0.675 -1.602 -3.017
O: -0.704 -1.008 -3.778
H: -2.268 1.449 -0.527
H: -0.653 4.465 0.365
O: -1.201 3.809 0.797
H: -0.818 0.795 -1.572
H: -1.422 -0.009 0.775
O: -1.865 0.581 -0.626
H: 3.384 0.651 1.589
H: 3.170 0.195 0.166
O: 3.803 0.664 0.720
H: 0.845 2.056 -1.066
H: -0.287 1.847 -2.633
O: 0.018 1.036 -2.202
H: 1.420 -3.812 1.154
H: 0.787 -3.607 2.445
O: 1.372 -4.244 2.017
H: 1.893 1.866 2.433
H: 1.266 0.747 3.260
O: 2.044 1.323 3.215

Computed properties:
* orbital gap: 9.658 eV
* HOMO: -7.03 eV
* net charge: -1
* electronic energy: -1050.709143 Ha
* lowest unoccupied orbital energy: 2.63 eV

---

No. 3
C36H40N5O5ReS2Si | ωB97M-V/def2-TZVPD

CARTESIAN COORDINATES (ANGSTROEM)
Re: -1.487 0.274 1.078
C: -2.004 -0.430 -0.779
Si: -1.630 -2.282 -0.867
C: -1.640 -2.734 0.991
N: -0.862 -1.725 1.781
C: -1.271 -1.734 3.229
C: -0.485 -2.746 4.043
C: 0.993 -2.340 4.116
C: 1.386 -1.548 2.863
C: 0.598 -2.049 1.666
C: -2.989 -3.199 -1.760
C: -4.088 -2.536 -2.309
C: -5.093 -3.238 -2.960
C: -5.017 -4.618 -3.069
C: -3.931 -5.296 -2.531
C: -2.928 -4.591 -1.889
C: 0.046 -2.560 -1.666
C: 0.929 -3.553 -1.243
C: 2.151 -3.748 -1.869
C: 2.513 -2.953 -2.948
C: 1.642 -1.972 -3.403
C: 0.422 -1.782 -2.768
H: -3.080 -0.248 -0.872
H: -1.506 0.181 -1.545
H: -1.328 -3.744 1.272
H: -2.693 -2.625 1.268
H: -2.343 -1.893 3.261
H: -1.091 -0.727 3.638
H: -0.600 -3.732 3.587
H: -0.925 -2.823 5.037
H: 1.617 -3.229 4.208
H: 1.178 -1.739 5.008
H: 2.452 -1.649 2.654
H: 1.208 -0.480 3.006
H: 0.706 -3.137 1.606
H: 0.968 -1.655 0.725
H: -4.168 -1.458 -2.235
H: -5.937 -2.707 -3.382
H: -5.802 -5.166 -3.574
H: -3.868 -6.373 -2.618
H: -2.079 -5.137 -1.487
H: 0.667 -4.190 -0.403
H: 2.818 -4.527 -1.521
H: 3.463 -3.110 -3.443
H: 1.905 -1.370 -4.265
H: -0.252 -1.022 -3.153
O: -5.261 0.730 2.505
C: -4.163 0.821 2.026
O: -3.312 -0.163 1.853
C: -3.646 2.173 1.549
C: -4.416 3.314 1.640
C: -3.890 4.507 1.169
C: -2.612 4.518 0.624
C: -1.894 3.339 0.570
N: -2.405 2.185 1.025
H: -5.402 3.235 2.075
H: -4.468 5.420 1.224
H: -2.169 5.430 0.249
H: -0.897 3.291 0.152
C: 0.480 1.923 -3.994
S: -0.277 2.634 -2.523
C: -1.551 3.648 -3.292
H: -0.264 1.399 -4.593
H: 1.231 1.206 -3.660
H: 0.966 2.686 -4.600
H: -1.112 4.457 -3.874
H: -2.158 4.075 -2.495
H: -2.193 3.040 -3.927
O: 5.273 4.994 3.674
S: 6.574 4.659 3.176
O: 7.397 5.694 2.644
O: 7.215 3.470 3.718
C: 6.110 3.546 1.543
N: 7.003 3.511 0.609
C: 6.587 2.925 -0.512
C: 5.312 2.386 -0.627
C: 4.488 2.448 0.490
N: 4.924 3.040 1.613
C: 3.108 1.922 0.548
C: 2.570 1.082 -0.422
C: 1.271 0.634 -0.293
N: 0.480 0.993 0.732
C: 0.988 1.844 1.648
C: 2.286 2.294 1.615
H: 7.294 2.889 -1.332
H: 4.993 1.939 -1.557
H: 3.150 0.742 -1.270
H: 0.843 -0.047 -1.017
H: 0.317 2.144 2.446
H: 2.666 2.943 2.390

Computed properties:
* orbital gap (spin up / spin down): 3.707 / 3.131 eV
* HOMO (spin up / spin down): -8.72 / -8.71 eV
* 2S+1: 4
* net charge: +1
* <S²>: 3.7775
* electronic energy: -3209.669767 Ha
* lowest unoccupied orbital energy (spin up / spin down): -5.01 / -5.58 eV

---

No. 4
C21H24Cl2N4O4S | ωB97M-V/def2-TZVPD

CARTESIAN COORDINATES (ANGSTROEM)
O: -0.974 1.207 -3.713
C: -0.736 0.570 -2.712
N: -0.550 -0.792 -2.658
C: -0.236 -1.655 -3.699
C: 0.037 -2.988 -3.389
C: 0.387 -3.879 -4.382
C: 0.478 -3.458 -5.700
Cl: 0.924 -4.578 -6.932
C: 0.205 -2.129 -6.013
Cl: 0.309 -1.585 -7.643
C: -0.152 -1.231 -5.022
N: -0.620 1.190 -1.488
C: -0.338 0.574 -0.253
C: -1.241 0.740 0.786
C: -1.067 0.079 1.985
S: -2.260 0.348 3.278
O: -3.581 0.334 2.720
O: -1.970 -0.549 4.364
N: -1.901 1.949 3.657
C: -0.734 2.102 4.503
C: -1.092 1.922 5.983
O: -2.146 2.783 6.356
C: -3.301 2.536 5.584
C: -3.020 2.761 4.097
C: -0.005 -0.787 2.155
C: 0.925 -0.934 1.147
C: 0.827 -0.219 -0.060
N: 1.793 -0.331 -1.020
C: 2.176 0.752 -1.915
C: 3.636 0.462 -2.263
C: 3.688 -1.059 -2.177
C: 2.852 -1.320 -0.930
H: -0.543 -1.207 -1.737
H: -0.030 -3.325 -2.365
H: 0.596 -4.910 -4.142
H: -0.372 -0.206 -5.273
H: -1.030 2.113 -1.458
H: -2.113 1.361 0.657
H: 0.001 1.357 4.195
H: -0.329 3.106 4.335
H: -0.246 2.181 6.621
H: -1.381 0.875 6.152
H: -4.064 3.225 5.948
H: -3.637 1.498 5.729
H: -3.881 2.476 3.494
H: -2.765 3.810 3.914
H: 0.083 -1.330 3.082
H: 1.761 -1.594 1.306
H: 1.578 0.737 -2.831
H: 2.043 1.723 -1.431
H: 4.302 0.902 -1.520
H: 3.904 0.844 -3.245
H: 4.699 -1.449 -2.088
H: 3.210 -1.503 -3.051
H: 2.431 -2.328 -0.905
H: 3.468 -1.170 -0.033

Computed properties:
* orbital gap: 8.773 eV
* structure (SMILES): O=C(Nc1ccc(Cl)c(Cl)c1)Nc1cc(S(=O)(=O)N2CCOCC2)ccc1N1CCCC1
* HOMO: -8.40 eV
* electronic energy: -2653.213010 Ha
* lowest unoccupied orbital energy: 0.37 eV

---

No. 5
C4H12N3O | ωB97M-V/def2-TZVPD

CARTESIAN COORDINATES (ANGSTROEM)
N: -1.681 0.617 2.517
C: -0.733 0.953 1.518
N: 0.646 0.208 1.970
N: -1.701 1.181 0.147
H: -2.167 1.484 2.730
H: -2.386 0.041 2.052
H: 0.722 0.784 2.841
H: 0.161 -0.621 2.202
H: -1.905 2.151 0.399
H: -0.807 1.213 -0.365
C: 1.927 0.392 -0.492
C: 0.805 -0.473 -0.999
C: 0.826 -1.006 -2.253
O: 0.005 -2.059 -2.631
H: 2.567 -0.229 0.198
H: 2.598 0.743 -1.329
H: 1.603 1.205 0.109
H: -0.084 -0.675 -0.406
H: 1.618 -0.596 -2.954
H: 0.248 -2.282 -3.504

Computed properties:
* orbital gap: 3.962 eV
* HOMO: -11.79 eV
* net charge: +1
* electronic energy: -398.611564 Ha
* lowest unoccupied orbital energy: -7.82 eV

---

No. 6
C4H12 | ωB97M-V/def2-TZVPD

CARTESIAN COORDINATES (ANGSTROEM)
C: -1.816 -0.574 -1.468
C: -1.245 0.808 -1.814
H: -1.899 -1.170 -2.389
H: -1.130 -1.105 -0.823
H: -2.802 -0.501 -1.018
H: -2.037 1.530 -1.967
H: -0.651 0.733 -2.723
H: -0.600 1.182 -1.020
C: 2.041 -0.143 1.076
C: 1.015 -0.086 2.206
H: 2.169 0.865 0.674
H: 2.987 -0.551 1.444
H: 1.735 -0.814 0.261
H: 1.475 0.298 3.118
H: 0.573 -1.053 2.479
H: 0.185 0.581 1.964

Computed properties:
* orbital gap: 12.988 eV
* structure (SMILES): CC.CC
* HOMO: -11.85 eV
* electronic energy: -159.580205 Ha
* lowest unoccupied orbital energy: 1.14 eV

---

No. 7
CH4NO5S2 | ωB97M-V/def2-TZVPD

CARTESIAN COORDINATES (ANGSTROEM)
C: -2.101 -0.164 0.388
N: -2.686 0.481 -0.631
O: 3.419 1.423 0.706
O: 1.036 0.753 0.322
O: 2.856 -0.967 0.263
O: 0.139 -1.540 0.996
O: -0.147 -0.620 -1.346
S: 2.592 0.584 -0.149
S: -0.328 -0.425 0.125
H: -2.146 0.396 1.291
H: -2.392 1.517 -0.712
H: -2.310 0.111 -1.439
H: 2.068 -1.550 0.186

Computed properties:
* orbital gap: 7.798 eV
* HOMO: -4.21 eV
* net charge: -1
* electronic energy: -1267.808210 Ha
* lowest unoccupied orbital energy: 3.58 eV

---

No. 8
C2H9N2S2 | ωB97M-V/def2-TZVPD

CARTESIAN COORDINATES (ANGSTROEM)
C: 1.740 -2.204 0.079
C: 0.722 -0.125 -0.089
N: -0.587 -0.292 -0.181
N: -2.399 1.799 0.052
S: 3.541 0.765 -0.262
S: 1.552 1.270 -0.108
H: 2.841 -2.134 0.414
H: 1.009 -2.505 0.774
H: 1.663 -2.418 -1.051
H: -1.029 -1.176 -0.349
H: -1.369 0.360 0.030
H: -3.117 1.690 -0.666
H: -2.815 2.155 0.807
H: -1.725 2.520 -0.365
H: 3.902 1.939 -0.794

Computed properties:
* orbital gap: 8.354 eV
* HOMO: -13.16 eV
* net charge: +1
* electronic energy: -987.122122 Ha
* lowest unoccupied orbital energy: -4.81 eV

---

No. 9
C6H10O | ωB97M-V/def2-TZVPD

CARTESIAN COORDINATES (ANGSTROEM)
C: -1.318 -1.053 -1.265
C: -0.999 -0.263 -0.004
C: 0.083 -0.787 0.997
C: 0.802 0.556 0.867
O: 1.326 1.265 1.936
C: 1.219 0.781 -0.548
C: -0.212 1.040 -0.140
H: -1.996 -1.886 -1.052
H: -0.419 -1.467 -1.736
H: -1.813 -0.404 -1.999
H: -1.927 -0.064 0.543
H: 0.657 -1.667 0.680
H: -0.314 -0.956 2.001
H: 2.287 1.240 1.870
H: 1.797 1.688 -0.714
H: 1.489 -0.054 -1.195
H: -0.644 2.031 -0.244

Computed properties:
* orbital gap: 10.340 eV
* structure (SMILES): C[C@H]1C[C@@]2(O)C[C@@H]12
* HOMO: -9.38 eV
* electronic energy: -309.794200 Ha
* lowest unoccupied orbital energy: 0.96 eV

---

No. 10
C5H11BaF3N4O13S | ωB97M-V/def2-TZVPD

CARTESIAN COORDINATES (ANGSTROEM)
Ba: 0.843 -0.236 0.716
N: -1.883 -4.486 -0.069
O: -1.792 -3.697 -0.991
O: -1.372 -4.134 1.038
O: -2.403 -5.512 -0.255
N: 2.335 0.221 -5.334
O: 3.461 0.715 -5.490
O: 1.731 -0.323 -6.163
O: 1.750 0.388 -4.255
N: 3.231 4.081 -0.318
O: 2.189 4.146 0.163
O: 4.027 5.004 -0.461
O: 3.700 2.949 -0.389
C: 6.240 -4.867 -0.722
F: 6.509 -5.375 -1.881
F: 5.359 -5.673 -0.182
F: 7.316 -4.894 0.023
S: 5.515 -3.067 -0.768
O: 6.280 -2.510 -1.893
O: 4.091 -3.189 -0.998
O: 5.768 -2.362 0.511
C: -4.962 2.827 0.271
C: -3.743 2.334 0.956
C: -4.124 1.422 2.135
O: -3.047 0.690 2.785
C: -2.607 1.384 3.937
N: -2.872 1.746 -0.041
H: -4.604 3.628 -0.376
H: -5.700 3.177 0.992
H: -5.426 2.061 -0.351
H: -3.189 3.195 1.330
H: -4.570 0.497 1.770
H: -4.679 1.994 2.878
H: -2.150 2.356 3.752
H: -1.807 0.781 4.367
H: -3.361 1.350 4.723
H: -2.696 2.341 -0.837
H: -3.357 1.035 -0.570

Computed properties:
* orbital gap: 2.936 eV
* HOMO: -2.05 eV
* net charge: -2
* electronic energy: -2117.100353 Ha
* lowest unoccupied orbital energy: 0.88 eV

---

No. 11
C31H33F2N8O2PbSSe2Te2 | ωB97M-V/def2-TZVPD

CARTESIAN COORDINATES (ANGSTROEM)
Pb: 0.127 0.076 -0.129
C: -3.562 -1.859 -2.276
C: -2.236 -1.689 -1.902
N: -1.916 -1.397 -0.651
C: -2.896 -1.278 0.251
C: -4.217 -1.394 -0.155
N: -4.550 -1.689 -1.409
C: -2.493 -1.038 1.671
C: -3.401 -1.127 2.715
C: -2.959 -0.952 4.020
C: -1.600 -0.771 4.234
C: -0.742 -0.691 3.152
N: -1.198 -0.780 1.893
C: 0.731 -0.515 3.350
C: 1.322 -0.383 4.607
N: 2.635 -0.253 4.753
C: 3.380 -0.250 3.651
C: 2.802 -0.352 2.395
N: 1.490 -0.482 2.259
C: -3.897 -0.961 5.168
C: -4.978 -1.832 5.221
C: -5.800 -1.804 6.338
N: -5.618 -0.973 7.363
C: -4.589 -0.131 7.297
C: -3.703 -0.086 6.231
H: -3.835 -2.112 -3.293
H: -1.421 -1.778 -2.615
H: -5.040 -1.227 0.529
H: -4.448 -1.316 2.522
H: -1.227 -0.687 5.243
H: 0.738 -0.363 5.517
H: 4.451 -0.152 3.781
H: 3.387 -0.329 1.479
H: -5.163 -2.543 4.425
H: -6.642 -2.483 6.417
H: -4.467 0.539 8.142
H: -2.887 0.630 6.215
Se: 1.195 0.929 -2.994
Te: -0.925 1.500 -4.316
Te: 0.210 -0.214 -6.148
Se: 1.295 -1.192 -4.038
F: -2.696 1.234 -1.444
C: -1.660 1.716 -0.646
F: -1.065 2.719 -1.437
H: -2.168 2.256 0.164
C: -0.515 3.449 7.891
C: -1.438 3.837 6.743
N: -0.720 4.022 5.476
C: -0.552 5.391 4.985
C: 0.394 6.223 5.840
C: -0.364 2.915 4.800
O: -0.663 1.777 5.167
C: 0.453 3.048 3.542
C: 1.737 3.574 3.518
C: 2.483 3.479 2.352
C: 1.941 2.808 1.269
N: 0.719 2.271 1.296
C: -0.012 2.425 2.397
H: -1.095 3.325 8.806
H: 0.241 4.215 8.064
H: -0.015 2.507 7.670
H: -1.958 4.769 6.962
H: -2.182 3.056 6.594
H: -1.537 5.861 4.967
H: -0.197 5.351 3.959
H: 0.002 6.356 6.850
H: 0.517 7.212 5.396
H: 1.376 5.751 5.915
H: 2.156 4.042 4.402
H: 3.481 3.893 2.293
H: 2.506 2.677 0.351
H: -1.011 1.995 2.381
C: 3.032 -3.729 0.690
S: 1.817 -3.467 -0.599
C: 2.644 -4.446 -1.854
O: 1.958 -2.035 -1.042
H: 3.086 -4.797 0.904
H: 2.695 -3.193 1.575
H: 3.996 -3.348 0.352
H: 2.614 -5.499 -1.573
H: 3.669 -4.091 -1.961
H: 2.097 -4.289 -2.782

Computed properties:
* orbital gap: 6.147 eV
* HOMO: -9.39 eV
* net charge: +1
* electronic energy: -7919.120312 Ha
* lowest unoccupied orbital energy: -3.24 eV

---

No. 12
C16H50N4O7 | ωB97M-V/def2-TZVPD

CARTESIAN COORDINATES (ANGSTROEM)
C: -1.896 -4.269 0.629
O: -2.554 -3.218 1.339
C: -1.742 -2.656 2.353
C: -2.518 -1.553 3.007
C: -3.668 -2.138 3.754
N: -2.790 -0.435 2.101
H: -2.354 -4.323 -0.353
H: -1.925 -5.185 1.235
H: -0.846 -4.035 0.451
H: -1.506 -3.405 3.118
H: -0.823 -2.234 1.914
H: -1.746 -1.167 3.722
H: -4.285 -2.761 3.095
H: -4.291 -1.314 4.146
H: -3.343 -2.748 4.582
H: -1.881 -0.209 1.775
H: -3.460 -0.564 1.339
C: -1.218 -2.992 -2.968
O: -1.981 -1.861 -2.610
C: -1.186 -0.956 -1.892
C: -1.899 0.351 -1.748
C: -2.474 0.868 -3.065
N: -0.881 1.235 -1.204
H: -0.666 -3.396 -2.135
H: -0.414 -2.691 -3.681
H: -1.858 -3.756 -3.400
H: -0.920 -1.360 -0.901
H: -0.226 -0.770 -2.427
H: -2.697 0.192 -1.056
H: -1.628 1.001 -3.711
H: -3.019 1.791 -2.852
H: -3.138 0.142 -3.532
H: -0.286 1.389 -2.043
H: -1.347 2.113 -1.018
C: 4.564 -4.598 -0.281
O: 3.902 -3.360 -0.225
C: 4.674 -2.444 0.430
C: 3.951 -1.078 0.562
C: 4.728 -0.015 1.260
N: 2.619 -1.265 1.116
H: 4.764 -4.996 0.726
H: 5.505 -4.492 -0.738
H: 3.891 -5.361 -0.680
H: 4.871 -2.891 1.437
H: 5.596 -2.361 -0.148
H: 3.763 -0.705 -0.435
H: 4.898 -0.413 2.255
H: 4.050 0.851 1.312
H: 5.662 0.128 0.790
H: 2.544 -1.351 2.132
H: 2.180 -2.062 0.681
C: 0.446 4.364 0.579
O: -0.531 4.199 -0.484
C: -0.618 5.370 -1.314
C: -1.308 5.090 -2.624
C: -0.445 4.203 -3.491
N: -1.501 6.366 -3.317
H: 0.443 3.491 1.195
H: 0.188 5.233 1.231
H: 1.458 4.574 0.184
H: -1.084 6.227 -0.781
H: 0.418 5.630 -1.538
H: -2.264 4.620 -2.435
H: -0.940 4.017 -4.461
H: -0.081 3.240 -3.066
H: 0.434 4.778 -3.779
H: -2.171 6.885 -2.749
H: -0.589 6.763 -3.365
O: 1.095 -1.193 3.739
H: 0.629 -1.270 2.887
H: 1.050 -0.268 3.951
O: 0.070 0.012 1.064
H: 0.949 -0.350 0.990
H: -0.182 0.470 0.215
O: 0.251 1.845 3.168
H: 0.193 1.178 2.447
H: -0.605 1.857 3.593

Computed properties:
* orbital gap: 9.263 eV
* structure (SMILES): COC[C@H](C)N.COC[C@H](C)N.COC[C@H](C)N.COC[C@H](C)N.O.O.O
* HOMO: -8.64 eV
* electronic energy: -1385.229569 Ha
* lowest unoccupied orbital energy: 0.62 eV